# C30H45BBr2Cl39O3

A cluster of 14 separate species, C30H45BBr2Cl39O3 in total (ωB97M-V with the def2-TZVPD basis set, the Open Molecules 2025 dataset).

As for the net charge: -1. The total energy comes out at -24516.1003 hartree. The maximum force comes out at 0.0467 Eh/bohr.

CARTESIAN COORDINATES (ANGSTROEM)
C 0.686 -0.729 3.417
O -0.274 -0.085 2.539
C -0.387 1.283 2.980
C -1.183 2.121 1.850
C -0.209 2.562 0.666
C 0.001 1.465 -0.470
C 1.361 0.650 -0.387
C 2.597 1.357 -1.086
C 2.703 2.912 -0.816
C 3.395 3.313 0.563
C 3.397 2.179 1.667
C 4.098 2.562 3.039
C 4.108 4.109 3.387
B 2.687 4.633 4.075
O 3.092 5.982 4.607
C 2.057 6.900 4.244
C 1.411 6.160 2.982
C 0.003 6.800 2.658
Br -0.114 7.766 0.918
C -1.120 6.758 3.463
C -2.507 7.449 3.123
Br -1.087 5.775 5.182
O 1.507 4.751 3.172
H 1.641 -0.860 2.829
H 0.281 -1.745 3.702
H 0.847 -0.096 4.339
H -0.929 1.389 3.994
H 0.639 1.747 3.150
H -1.520 3.068 2.385
H -2.093 1.577 1.467
H 0.745 2.971 1.103
H -0.725 3.448 0.167
H -0.840 0.707 -0.375
H -0.054 1.903 -1.515
H 1.185 -0.322 -0.953
H 1.558 0.330 0.681
H 2.493 1.210 -2.199
H 3.577 0.852 -0.801
H 1.712 3.455 -0.936
H 3.364 3.338 -1.643
H 2.900 4.258 0.958
H 4.476 3.593 0.368
H 3.993 1.310 1.228
H 2.369 1.789 1.905
H 5.154 2.129 3.147
H 3.492 2.056 3.863
H 4.456 4.784 2.542
H 4.891 4.249 4.219
H 2.415 3.980 5.049
H 2.332 7.952 3.928
H 1.442 7.035 5.183
H 2.043 6.338 2.056
H -3.247 6.727 2.682
H -2.347 8.363 2.470
H -2.881 7.864 4.115
C -4.416 0.528 4.141
Cl -4.772 0.381 2.413
Cl -3.547 -0.900 4.718
Cl -3.484 1.993 4.461
H -5.357 0.596 4.679
C 1.642 -1.805 -4.069
Cl 0.173 -1.204 -3.292
Cl 1.620 -1.441 -5.801
Cl 3.082 -1.119 -3.305
H 1.674 -2.885 -3.947
C 6.345 2.584 7.192
Cl 5.506 4.104 6.880
Cl 5.186 1.260 7.379
Cl 7.489 2.229 5.891
H 6.902 2.683 8.119
C 9.158 1.065 2.255
Cl 7.535 1.593 1.798
Cl 9.698 1.909 3.711
Cl 9.200 -0.687 2.499
H 9.838 1.313 1.445
C -8.130 -0.931 0.852
Cl -8.259 -2.631 1.319
Cl -7.842 -0.783 -0.886
Cl -9.590 -0.046 1.317
H -7.284 -0.495 1.377
C -1.036 -5.453 -2.844
Cl -2.079 -5.253 -1.430
Cl -1.569 -4.406 -4.164
Cl 0.650 -5.117 -2.424
H -1.106 -6.484 -3.176
C -4.099 5.411 7.932
Cl -5.735 5.859 7.427
Cl -3.651 6.262 9.416
Cl -3.973 3.662 8.154
H -3.408 5.706 7.147
C -3.389 -7.249 -6.426
Cl -2.525 -5.969 -7.289
Cl -3.844 -8.548 -7.535
Cl -2.402 -7.883 -5.100
H -4.296 -6.824 -6.004
C -12.921 1.387 0.476
Cl -13.757 1.576 2.023
Cl -13.272 -0.195 -0.232
Cl -13.375 2.683 -0.639
H -11.852 1.451 0.656
C 0.495 -6.963 -9.242
Cl 0.181 -7.059 -10.981
Cl 1.391 -8.384 -8.689
Cl 1.375 -5.481 -8.848
H -0.460 -6.940 -8.724
C -3.265 -11.571 -10.627
Cl -4.745 -10.979 -9.862
Cl -3.268 -11.205 -12.357
Cl -1.843 -10.874 -9.844
H -3.226 -12.650 -10.507
C 3.026 -3.472 0.685
Cl 3.698 -3.033 -0.890
Cl 4.068 -2.887 1.988
Cl 1.394 -2.820 0.854
H 2.975 -4.556 0.749
C 2.777 -10.220 -12.456
Cl 3.546 -11.736 -11.964
Cl 1.099 -10.166 -11.906
Cl 3.682 -8.834 -11.834
H 2.783 -10.172 -13.541